Below is a structure of composition C36H30IrN4O4S4 in a non-equilibrium geometry, with properties calculated with ωB97M-V with the def2-TZVPD basis set.

Atoms and positions in Å:
Ir1 0.575 -2.768 -1.776
S1 -0.639 0.725 0.615
S2 0.247 -1.881 1.549
S3 -0.975 0.353 -2.214
S4 1.783 -4.568 -3.336
O1 2.491 -5.680 -2.772
O2 0.345 -4.539 -2.796
O3 2.369 -3.255 -2.750
O4 1.762 -4.458 -4.766
N1 -1.420 0.903 -0.722
N2 -0.762 -0.577 1.451
N3 0.622 -2.559 0.286
N4 -0.321 -0.974 -2.248
C1 -2.342 4.129 1.965
C2 -0.614 -4.560 4.462
C3 1.087 1.232 0.441
C4 -1.459 1.932 1.657
C5 1.249 1.297 -3.526
C6 -1.873 -3.461 2.244
C7 0.080 1.669 -2.887
C8 -1.836 -5.057 4.040
C9 -0.310 2.993 -2.798
C10 1.681 3.612 -3.998
C11 -2.225 0.394 -4.594
C12 -2.463 0.397 -3.227
C13 3.722 1.990 0.166
C14 1.542 2.358 1.107
C15 2.867 2.735 0.964
C16 -2.475 -4.491 2.947
C17 -3.739 0.254 -2.716
C18 2.048 2.279 -4.088
C19 -0.637 -2.993 2.659
C20 3.258 0.857 -0.484
C21 1.706 -1.277 2.450
C22 -2.696 3.794 3.264
C23 -3.287 0.230 -5.465
C24 2.922 -1.820 2.075
C25 2.774 0.050 4.122
C26 -1.719 3.197 1.153
C27 -4.795 0.091 -3.601
C28 -0.002 -3.526 3.769
C29 0.504 3.969 -3.355
C30 1.614 -0.345 3.470
C31 -4.569 0.056 -4.968
C32 3.999 -0.488 3.756
C33 -2.443 2.522 3.754
C34 4.072 -1.425 2.737
C35 -1.822 1.582 2.947
C36 1.934 0.470 -0.347
H1 -3.891 0.272 -1.649
H2 1.582 -0.423 -0.846
H3 -2.337 -3.022 1.376
H4 -2.553 5.117 1.585
H5 0.655 0.057 3.753
H6 2.717 0.766 4.927
H7 -1.437 3.428 0.139
H8 3.225 3.613 1.477
H9 -0.122 -4.992 5.319
H10 -3.111 0.223 -6.528
H11 2.944 -2.545 1.276
H12 3.914 0.264 -1.100
H13 1.504 0.250 -3.586
H14 4.896 -0.186 4.277
H15 -5.390 -0.112 -5.649
H16 -2.729 2.260 4.760
H17 -3.432 -4.872 2.629
H18 -5.798 -0.024 -3.224
H19 -1.634 0.576 3.285
H20 -1.242 3.244 -2.315
H21 0.959 -3.150 4.084
H22 -2.286 -5.889 4.560
H23 0.212 5.006 -3.303
H24 2.950 2.002 -4.609
H25 5.023 -1.857 2.467
H26 0.880 2.936 1.732
H27 -1.217 0.507 -4.959
H28 -3.175 4.526 3.896
H29 4.752 2.292 0.056
H30 2.303 4.375 -4.442

Energy above the lowest of the compared OMol25 structures with the same formula, charge and spin ... 243.5 kJ/mol
HOMO (spin up / spin down) ... -11.00 / -10.98 eV
Charge ... +1

Atom charges from the Löwdin analysis, given in e for atoms 1 to 2: 1.327 0.915